DFT (the ωB97M-V functional and the def2-TZVPD basis) results for the molecule C5H8O2S at a distorted geometry.

Computed properties:
Energy relative to the best compared isomer or geometry (same formula, charge and spin)   1.221 eV
Kohn-Sham gap   0.3550 Ha
E   -743.94254 hartree
2S+1   1
M   132.2 g mol⁻¹
E_HOMO   -0.3247 Eh
Structure (SMILES)   C1OC[C@@H]2O[C@H]1CS2
Max |F|   2.472 eV/A

Atoms and positions in Å:
1 C 0.608336 0.847866 -0.923034
2 C 1.036900 0.527865 1.390979
3 C 0.033074 -0.644322 1.221821
4 C -1.483019 -0.408208 -0.814054
5 C 0.009626 -0.594342 -1.009716
6 H -0.206008 1.584496 -0.742555
7 H 1.097680 1.128940 -1.841110
8 H 1.889519 0.154846 2.002653
9 H 0.455390 1.343686 1.883136
10 H 0.032514 -1.270164 2.154531
11 H -2.034747 -1.331319 -1.138813
12 H -1.850616 0.425628 -1.375729
13 H 0.277904 -1.110917 -1.969120
14 O 1.535482 0.916494 0.122947
15 O 0.345840 -1.453061 0.112597
16 S -1.747875 -0.117488 0.925467

Forces on atoms 1 to 6 (eV/Å):
-0.5 -0.4 0.8
-0.9 -0.5 -0.3
-0.3 -0.9 1.2
-1.2 -1.8 -1.2
-0.5 0.0 -0.2
0.3 -0.4 -0.1